Entry 1:
Entry from the OMol25 dataset: a structure of composition C26H40N3O4RuS2Si (wB97M-V/def2-TZVPD).

```
77
Properties=species:S:1:pos:R:3:forces:R:3
Ru -0.02091 0.59109 -0.33197 -0.225 -0.292 -0.728
C -3.46955 -3.08754 0.45154 -0.011 -0.007 0.015
C -4.09840 -1.91754 -0.29711 0.038 0.005 0.009
C -4.03998 -2.15095 -1.80915 0.001 -0.005 -0.013
C -3.51935 -0.56502 0.08250 0.022 0.059 -0.002
C -2.37957 -0.39972 0.87285 -0.061 -0.036 -0.018
C -1.95903 0.87171 1.28162 -0.021 0.046 -0.044
C -2.65219 2.02393 0.87835 -0.003 -0.024 -0.019
C -2.29022 3.38522 1.40106 0.007 -0.014 -0.015
C -3.75468 1.85285 0.05264 -0.043 -0.114 -0.006
C -4.18453 0.58518 -0.32194 0.026 0.129 0.057
H -3.96826 -4.01707 0.17116 -0.003 -0.006 0.004
H -3.55883 -2.97047 1.53323 0.001 0.004 -0.002
H -2.40984 -3.19072 0.21097 -0.057 0.007 0.009
H -5.15530 -1.88139 -0.01110 -0.010 -0.001 -0.010
H -3.00304 -2.20703 -2.14333 -0.017 0.012 0.001
H -4.51667 -1.33859 -2.35890 -0.005 -0.004 0.006
H -4.54689 -3.08215 -2.07140 -0.007 -0.005 -0.001
H -1.85159 -1.26512 1.25371 -0.003 0.002 0.004
H -1.18029 0.96780 2.02914 0.024 -0.027 -0.006
H -3.06976 3.74335 2.07761 0.002 -0.007 0.004
H -2.20548 4.10634 0.58761 -0.006 0.007 -0.003
H -1.33884 3.37032 1.92399 0.012 -0.003 -0.002
H -4.31113 2.72455 -0.27316 -0.004 -0.003 -0.008
H -5.07718 0.49242 -0.93173 0.005 0.002 -0.003
C 5.60352 3.01802 4.49805 -0.003 0.003 -0.017
C 4.83291 2.17646 3.51921 -0.011 0.004 0.016
C 3.44296 2.13461 3.54894 0.011 0.003 0.007
C 2.72994 1.36766 2.64204 0.020 -0.011 0.024
C 3.42342 0.63045 1.69391 0.054 0.039 -0.005
C 4.81242 0.64803 1.64686 -0.005 0.014 0.021
C 5.50629 1.42068 2.56028 -0.003 -0.017 -0.011
S 2.54609 -0.30281 0.48850 -0.225 -0.280 0.097
O 1.32837 -0.82373 1.16344 0.409 0.195 0.152
O 3.43596 -1.30390 -0.02818 0.022 0.029 0.004
N 1.97174 0.67786 -0.65671 -0.046 0.111 0.058
C 2.42752 2.06985 -0.65674 0.034 -0.140 0.040
C 1.52947 2.90742 0.25171 -0.300 0.297 -0.120
O 1.81682 4.04620 0.54543 0.040 -0.048 0.108
O 0.43016 2.29211 0.63082 0.312 0.051 0.157
H 4.93533 3.56913 5.15743 -0.001 0.001 0.001
H 6.23378 3.73800 3.97403 -0.001 0.002 0.004
H 6.25686 2.39834 5.11433 0.001 -0.004 0.001
H 2.90664 2.72106 4.28427 0.001 0.000 0.002
H 1.64946 1.35094 2.66185 -0.006 -0.002 -0.012
H 5.32920 0.05515 0.90452 0.000 -0.001 -0.003
H 6.58918 1.44016 2.52943 0.002 0.000 0.000
H 2.34850 2.47004 -1.66888 -0.009 -0.037 0.015
H 3.46380 2.19386 -0.34195 0.014 -0.043 -0.034
C 0.84308 1.20891 -3.72435 0.038 -0.067 -0.008
Si -0.43242 1.66266 -2.42046 -0.176 0.170 0.375
C -0.40739 3.53131 -2.18362 0.059 0.049 -0.081
C -2.13171 1.32407 -3.16307 -0.050 -0.008 0.030
H 0.84169 1.96569 -4.51358 -0.002 -0.011 -0.025
H 0.61805 0.24081 -4.17545 -0.020 0.005 -0.006
H 1.84672 1.14028 -3.30708 0.055 -0.004 -0.023
H -0.80664 3.99579 -3.09100 0.008 0.022 0.010
H 0.58558 3.94874 -2.00820 -0.028 -0.001 0.009
H -1.03503 3.82761 -1.34280 -0.023 0.003 0.006
H -2.19119 1.79628 -4.14864 0.027 0.014 0.001
H -2.90612 1.76647 -2.53306 -0.001 -0.028 -0.042
H -2.35674 0.26459 -3.28442 0.006 -0.051 0.015
S -0.42652 -1.30008 -1.76514 0.191 0.072 0.028
C -0.27163 -2.85037 -1.05120 -0.063 -0.098 -0.010
N -0.63104 -3.90259 -1.80269 0.021 0.026 0.004
C -0.51926 -5.28200 -1.35526 0.009 -0.014 0.003
C 0.64991 -5.39313 -0.39176 0.010 -0.019 0.003
C 0.46319 -4.38402 0.72680 -0.033 -0.012 -0.021
N 0.17573 -3.06422 0.17532 0.011 -0.066 -0.005
H -0.95038 -3.69355 -2.73312 -0.034 0.006 0.008
H -0.37524 -5.91484 -2.22958 0.011 0.004 -0.001
H -1.44571 -5.59488 -0.86261 -0.003 0.003 -0.011
H 1.58143 -5.18755 -0.92225 -0.001 0.001 -0.002
H 0.70510 -6.40030 0.01952 0.003 -0.002 -0.005
H 1.36668 -4.29553 1.32887 -0.009 -0.001 0.010
H -0.35218 -4.69271 1.38786 -0.001 0.000 -0.010
H 0.57320 -2.25451 0.65017 0.020 0.113 0.014
```
Positions in Å, forces in eV/Å.

Its spin multiplicity is 2. As for the HOMO energy (spin up / spin down): -7.80 / -7.70 eV. For the orbital gap (spin up / spin down), the calculation gives 8.163 / 7.452 eV. As for the expectation value of S²: 0.76. As for the energy above the lowest of the compared OMol25 structures with the same formula, charge and spin: 0.0 kcal per mole. The value obtained for the LUMO energy (spin up / spin down) is 0.4 / -0.2 eV.



Entry 2:
Entry from the OMol25 dataset: a structure of composition C26H40N3O4RuS2Si (wB97M-V/def2-TZVPD).

```
77
Properties=species:S:1:pos:R:3:forces:R:3
Ru -0.92259 -0.26857 0.24530 -0.083 -0.110 -0.274
C 0.93910 -3.22598 1.14152 -0.014 -0.013 0.064
C 1.81039 -1.97638 1.15028 -0.003 0.049 -0.127
C 3.04828 -2.21301 2.02310 0.049 0.018 -0.024
C 1.10557 -0.72689 1.64620 0.005 -0.125 0.100
C 0.17859 -0.76261 2.69136 -0.002 -0.018 -0.004
C -0.13132 0.40519 3.40812 -0.088 0.000 -0.008
C 0.37545 1.62996 3.04322 -0.066 0.010 0.063
C -0.03125 2.89306 3.74462 -0.025 -0.017 0.014
C 1.24981 1.68031 1.94660 0.052 -0.029 -0.089
C 1.61883 0.53745 1.28016 0.173 -0.002 0.098
H 1.48018 -4.05813 0.68591 0.011 0.002 -0.007
H 0.00436 -3.06808 0.60184 0.019 0.015 -0.035
H 0.68775 -3.53031 2.16042 0.013 -0.016 0.000
H 2.15466 -1.76150 0.13173 -0.088 -0.061 -0.040
H 2.74959 -2.41757 3.05380 -0.006 0.006 -0.002
H 3.70459 -1.34186 2.03078 -0.004 -0.001 -0.005
H 3.61839 -3.07001 1.65874 0.002 -0.001 -0.001
H -0.18385 -1.71636 3.05553 -0.066 0.013 -0.036
H -0.82364 0.34275 4.23716 -0.013 0.012 -0.004
H 0.74090 3.22634 4.44206 0.013 0.016 -0.021
H -0.95587 2.74750 4.30108 0.012 -0.010 0.019
H -0.20886 3.68651 3.01871 -0.004 0.006 -0.004
H 1.62398 2.64110 1.60961 0.021 -0.012 0.005
H 2.32926 0.58135 0.46446 -0.025 0.028 -0.001
C 2.57585 6.31759 -0.54783 0.004 0.012 -0.007
C 1.88204 5.05801 -0.98638 0.000 -0.005 -0.003
C 0.54045 5.06615 -1.35038 0.004 -0.005 0.008
C -0.11013 3.90171 -1.72747 0.008 -0.009 -0.009
C 0.57826 2.69638 -1.72607 -0.034 -0.045 -0.011
C 1.92557 2.67449 -1.38760 0.006 0.001 0.023
C 2.56740 3.84652 -1.02578 0.001 -0.002 -0.008
S -0.18887 1.14447 -2.17506 0.235 0.050 0.262
O 0.75635 0.11800 -1.70759 -0.175 0.194 -0.112
O -0.42794 1.19336 -3.59592 -0.037 -0.005 -0.037
N -1.49577 0.85895 -1.33356 -0.104 -0.107 -0.009
C -2.51877 1.82947 -0.98907 0.023 -0.049 -0.061
C -2.25451 2.28671 0.44505 0.044 -0.140 -0.058
O -2.50183 3.40034 0.85227 -0.083 0.090 0.005
O -1.75220 1.33003 1.19556 0.204 0.027 -0.130
H 2.01095 7.20193 -0.83912 -0.002 -0.001 0.001
H 3.57316 6.38932 -0.98265 0.002 -0.003 0.003
H 2.68872 6.33770 0.53805 -0.003 -0.001 0.002
H -0.01088 5.99822 -1.33785 -0.007 -0.005 0.000
H -1.14741 3.95434 -2.01632 -0.023 0.008 -0.017
H 2.46093 1.73637 -1.41458 0.003 0.015 -0.014
H 3.62007 3.81974 -0.76776 0.002 -0.003 0.002
H -3.47814 1.30635 -1.00614 -0.019 0.067 0.033
H -2.59979 2.65640 -1.68896 0.031 0.062 0.049
C -2.69532 -3.11820 1.50488 -0.109 0.081 -0.008
Si -2.84442 -1.24808 1.25086 -0.119 0.101 0.173
C -4.38810 -0.90970 0.21904 0.028 -0.076 -0.003
C -3.23413 -0.57741 2.97286 -0.073 -0.039 -0.102
H -3.58417 -3.44232 2.05685 0.004 0.005 0.001
H -1.82527 -3.39535 2.10178 0.028 0.021 0.002
H -2.66017 -3.65518 0.55893 0.018 -0.035 0.017
H -5.16967 -1.61865 0.50871 0.000 0.006 0.015
H -4.23505 -1.00772 -0.85716 0.031 -0.004 0.011
H -4.76663 0.09304 0.42910 0.018 0.017 -0.015
H -4.27192 -0.83765 3.20645 0.005 -0.010 -0.014
H -3.13277 0.50563 3.01009 0.005 0.010 0.030
H -2.60956 -1.02302 3.74774 0.039 -0.020 -0.001
S -1.62513 -2.12616 -1.57598 0.073 -0.114 0.403
C -0.27320 -2.76727 -2.41280 0.134 0.113 -0.149
N 0.23971 -3.95703 -2.07949 -0.062 -0.006 -0.023
C 1.37991 -4.57355 -2.74345 0.034 0.001 0.033
C 1.44022 -4.09531 -4.18425 -0.034 -0.002 -0.010
C 1.39997 -2.57703 -4.20421 0.055 0.028 0.011
N 0.24642 -2.12011 -3.44787 -0.116 -0.074 0.004
H -0.24696 -4.44279 -1.34585 0.039 0.035 0.061
H 1.26404 -5.65519 -2.68918 -0.009 0.003 -0.013
H 2.30266 -4.30985 -2.21660 0.003 -0.012 -0.011
H 0.58293 -4.48865 -4.73413 0.008 -0.006 -0.006
H 2.34679 -4.45865 -4.66602 0.015 0.014 0.016
H 1.31147 -2.19647 -5.22051 -0.010 -0.008 0.001
H 2.31485 -2.15954 -3.77154 -0.004 -0.002 -0.004
H -0.12232 -1.19460 -3.61541 0.034 0.070 -0.007
```
Positions in Å, forces in eV/Å.

Its spin multiplicity is 2. As for the HOMO energy (spin up / spin down): -7.70 / -7.47 eV. For the orbital gap (spin up / spin down), the calculation gives 7.978 / 7.424 eV. As for the expectation value of S²: 0.76. As for the energy above the lowest of the compared OMol25 structures with the same formula, charge and spin: 27.0 kcal per mole. The value obtained for the LUMO energy (spin up / spin down) is 0.3 / 0.0 eV.



Entry 3:
Entry from the OMol25 dataset: a cluster of 3 separate species, C26H41FN3O12PS2 in total (wB97M-V/def2-TZVPD).

```
86
Properties=species:S:1:pos:R:3:forces:R:3
C 5.25254 4.29362 -1.89951 -0.546 -0.847 0.169
C 4.74847 3.20842 -2.56404 0.745 0.901 0.034
C 3.27212 2.69926 -2.58610 0.118 -0.953 -0.486
C 2.57079 2.43892 -1.20277 2.983 -1.511 0.502
C 3.70308 1.83170 -0.24021 -1.798 -0.779 0.794
C 4.29728 0.47692 -0.76977 0.224 0.666 0.571
S 5.00421 -0.49606 0.66313 -1.352 -0.540 -0.068
C 3.48428 -1.28288 1.29693 -0.526 -0.739 -0.804
N 2.73196 -2.29246 0.78513 1.546 3.125 2.270
N 1.71087 -2.39368 1.67877 -1.515 0.663 2.555
C 1.81275 -1.51480 2.71114 1.682 -1.966 -4.151
O 2.97899 -0.79359 2.46451 -0.796 -0.191 0.254
O 2.09712 3.59275 -0.46156 -0.419 1.981 -1.423
C 2.14952 4.75912 -1.12082 0.239 -2.102 1.166
N 2.33174 5.76406 -1.64289 -0.218 0.395 -0.206
O 1.58904 1.42767 -1.15471 -0.095 2.177 -0.972
C 0.47256 1.50084 -1.99698 -1.394 -1.031 -1.798
O 0.16003 2.79366 -2.52742 0.889 -0.399 0.663
C 0.80470 0.60290 -3.29162 1.102 0.995 -0.550
O 1.80464 -0.38610 -3.07882 -1.362 0.181 0.225
C 1.33569 -1.53458 -2.36263 0.453 -1.717 -0.065
C -0.82983 1.03889 -1.12188 1.620 1.194 0.606
S -0.17960 0.44545 0.54543 -0.938 -0.891 0.451
O -1.75599 2.12953 -1.05867 0.438 -0.911 0.573
C -1.66965 3.00070 0.05167 -3.354 3.100 -0.140
C -2.65618 2.63433 1.23742 0.430 -1.187 -0.511
C -3.36599 1.42233 1.31981 -0.122 0.631 -0.108
C -2.25720 4.41399 -0.50002 0.018 0.436 -1.097
C -1.18437 5.53481 -0.57968 0.070 -0.153 -0.660
O -0.62385 6.04961 0.32598 -0.313 -0.313 -0.235
F -0.82579 5.92918 -1.88307 -0.850 -0.732 1.361
P -1.84445 -0.41986 -1.73400 -1.748 -2.670 2.731
O -2.09187 -1.39702 -0.59163 0.498 1.147 -1.266
H 6.03828 4.97389 -2.32712 -0.187 -1.453 0.829
H 4.89047 4.50488 -0.86077 -0.293 0.727 -1.434
H 5.49303 2.65362 -3.20684 -1.372 1.033 -0.264
H 2.67092 3.32484 -3.31280 0.662 -0.345 1.073
H 3.30861 1.68301 -3.08957 -0.125 0.974 0.804
H 3.12128 1.56765 0.69881 0.605 0.374 -0.945
H 4.45324 2.59267 0.07735 -0.488 -0.732 -0.627
H 3.53839 -0.19624 -1.23636 0.689 0.860 0.098
H 5.17881 0.70830 -1.42475 -0.857 -0.603 0.396
H 1.11275 -1.37260 3.56235 0.896 0.138 -0.814
H -0.36964 2.67781 -3.33533 0.252 0.042 0.438
H 1.30720 1.34022 -3.99404 -0.556 -0.787 0.795
H -0.09638 0.25517 -3.86467 0.578 -0.046 0.762
H 0.56910 -2.11886 -2.95958 0.647 0.825 0.639
H 2.21852 -2.23689 -2.27171 -0.873 0.907 -0.040
H 0.98915 -1.34032 -1.31159 0.162 0.155 -0.947
H 0.40275 1.50384 1.19810 -0.261 -0.104 -1.130
H -0.64334 3.26152 0.41415 -0.789 -0.895 -0.069
H -2.79993 3.41298 2.03142 1.829 -1.211 0.220
H -3.08000 0.62570 2.06215 -1.467 1.563 0.600
H -4.27630 1.23509 0.67873 2.220 -0.806 -0.753
H -2.69819 4.25331 -1.52387 0.583 0.034 1.032
H -3.11155 4.77686 0.13805 1.162 -0.236 -0.441
H -3.15386 0.04402 -2.11432 1.034 0.549 -0.403
H -1.31852 -1.16900 -2.80891 0.075 0.845 -0.189
C -2.65956 -5.23637 -0.95949 0.250 -0.064 0.047
C -3.27099 -4.48186 -2.11985 -0.057 -0.190 0.338
O -2.27215 -3.75061 -2.84422 -0.139 0.540 -0.289
C -1.55341 -4.25203 -3.85884 0.332 -0.263 -0.058
C -1.51660 -5.74452 -4.05665 -0.356 -0.181 -0.476
O -0.88623 -3.51473 -4.54401 -0.278 0.123 0.348
H -1.94789 -5.99016 -1.30151 -0.105 -0.053 -0.015
H -3.43545 -5.73394 -0.37474 0.006 0.026 -0.039
H -2.11182 -4.55181 -0.30871 -0.133 0.066 -0.054
H -3.84497 -5.12972 -2.78608 0.149 -0.014 -0.065
H -3.96979 -3.73728 -1.73606 0.215 0.144 -0.125
H -0.73404 -6.17234 -3.42984 -0.078 0.010 0.039
H -1.28227 -5.94640 -5.10173 0.184 0.112 0.120
H -2.46860 -6.23161 -3.85588 0.083 -0.037 0.252
C -2.09804 -3.14685 6.97081 -0.170 -0.009 -0.136
C -1.03614 -2.06756 6.97282 -0.179 -0.202 0.129
O -0.76204 -1.60728 5.64167 0.541 0.110 -0.099
C -1.43595 -0.61159 5.03500 -0.487 0.090 -0.170
C -2.75640 -0.17114 5.61038 0.058 0.497 0.323
O -1.01905 -0.14651 4.00580 0.300 -0.269 0.239
H -3.05205 -2.76971 6.59896 0.010 0.026 0.101
H -2.24996 -3.53663 7.97880 0.025 0.020 -0.033
H -1.80362 -3.96927 6.31614 0.072 0.039 0.087
H -1.28712 -1.23498 7.63278 -0.062 0.018 -0.115
H -0.09928 -2.48426 7.34579 0.043 0.112 -0.222
H -3.55106 -0.80583 5.21756 0.036 -0.022 0.064
H -2.93963 0.85736 5.29985 0.005 -0.159 -0.194
H -2.77698 -0.17149 6.69838 -0.101 -0.236 -0.013
```
Positions in Å, forces in eV/Å.

As for the HOMO energy: -7.47 eV. As for the SMILES: C=CC[C@@](CCSc1nnco1)(OC#N)O[C@@](O)(COC)[C@@](S)(O[C@H](C=C)CC(=O)F)[PH2]=O.CCOC(C)=O.CCOC(C)=O. For the orbital gap, the calculation gives 7.273 eV. The value obtained for the LUMO energy is -0.2 eV.



The records above give, respectively, largest force on an atom values of 0.82, 0.43, 4.89 eV/Å.
The records above give, respectively, DFT total energy values of -2660.7994, -2660.7564, -3319.6711 hartree.